(1)
Computed, not measured: the molecule C20H28FN5O3S at a distorted geometry, with the ωB97M-V functional and the def2-TZVPD basis.

Last column: natural (NBO) charge in e.
CARTESIAN COORDINATES (ANGSTROEM)
1 C -2.3004 -1.3865 -1.9970  -0.42
2 N -3.6242 -1.8428 -1.6326  -0.44
3 C -4.5024 -0.7326 -1.3338  -0.42
4 H -4.5913 -0.1145 -2.2267  0.20
5 H -5.4894 -1.1110 -1.0740  0.20
6 H -4.1355 -0.0957 -0.5162  0.17
7 C -3.6698 -2.9159 -0.6743  -0.21
8 H -3.0984 -3.7556 -1.0824  0.19
9 C -3.1582 -2.6222 0.7616  -0.26
10 N -1.7299 -2.7662 0.8899  -0.58
11 C -0.8969 -1.7246 1.0224  0.64
12 O -1.2824 -0.5620 1.0750  -0.65
13 C 0.5315 -2.0970 1.0588  0.21
14 C 1.7143 -1.3943 1.1776  -0.18
15 C 2.7115 -2.4231 1.0768  0.17
16 N 2.1495 -3.5913 0.9214  -0.10
17 O 0.8147 -3.4113 0.9116  -0.28
18 C 4.1754 -2.2515 1.0291  -0.57
19 H 4.4746 -1.3275 1.5206  0.28
20 H 4.6888 -3.1187 1.4369  0.25
21 S 4.7110 -2.1745 -0.7334  0.24
22 C 3.7346 -0.7602 -1.2228  -0.22
23 C 2.4835 -0.9615 -1.7863  -0.19
24 C 1.6905 0.1237 -2.1127  -0.30
25 C 2.1832 1.3935 -1.8731  0.40
26 C 3.4365 1.6125 -1.3301  -0.25
27 C 4.2165 0.5200 -1.0014  -0.18
28 H 5.1912 0.6572 -0.5615  0.23
29 H 3.7845 2.6190 -1.1613  0.23
30 F 1.4080 2.4584 -2.1740  -0.33
31 H 0.7083 -0.0043 -2.5401  0.23
32 H 2.1354 -1.9673 -1.9680  0.23
33 C 2.0284 0.0399 1.4314  0.66
34 O 3.1304 0.3715 1.8437  -0.65
35 N 1.0489 0.9061 1.1469  -0.62
36 C 1.1885 2.3195 1.4221  -0.26
37 C -0.0840 2.9112 2.0647  -0.22
38 N -1.0453 3.5125 1.1676  -0.44
39 C -1.5997 2.5991 0.1911  -0.43
40 H -2.4649 3.0732 -0.2736  0.20
41 H -0.8897 2.3334 -0.6054  0.17
42 H -1.9275 1.6917 0.6924  0.22
43 C -0.5918 4.7397 0.5507  -0.41
44 H -1.4475 5.2279 0.0843  0.20
45 H 0.1742 4.5876 -0.2242  0.17
46 H -0.1899 5.4019 1.3158  0.20
47 H -0.5975 2.1186 2.6172  0.20
48 H 0.2107 3.6826 2.7805  0.20
49 H 2.0503 2.4336 2.0848  0.23
50 H 1.4064 2.8534 0.4918  0.20
51 H 0.1137 0.5585 0.9482  0.44
52 H -1.3392 -3.6937 0.8137  0.42
53 H -3.6396 -3.3144 1.4567  0.21
54 H -3.4084 -1.5989 1.0461  0.23
55 H -4.7142 -3.2287 -0.5946  0.20
56 H -1.6500 -2.2447 -2.1608  0.20
57 H -2.3759 -0.8262 -2.9298  0.20
58 H -1.8512 -0.7277 -1.2414  0.18

relative energy (zero: lowest compared OMol25 entry of this formula, charge and spin): 5.21 kcal/mol
charge: 0
energy: -1776.44140 Eh
HOMO-LUMO gap: 0.298 Eh
M: 437.5 g mol⁻¹
SMILES: CN(C)CCNC(=O)c1onc(CSc2ccc(F)cc2)c1C(=O)NCCN(C)C

(2)
Computed, not measured: the ion C6H10NO with charge -1 at a distorted geometry, with the ωB97M-V functional and the def2-TZVPD basis.

Last column: natural (NBO) charge in e.
CARTESIAN COORDINATES (ANGSTROEM)
1 C -1.1126 2.2206 -1.4331  -0.54
2 C -0.6061 1.7253 -0.4511  0.15
3 C -1.0788 -0.9497 1.4950  -0.62
4 C 1.5125 -0.1022 -1.2872  -0.62
5 C -0.2875 -1.1781 0.1965  -0.42
6 C 0.7756 -0.1022 0.0812  -0.06
7 N 0.3277 1.2871 0.3855  -0.16
8 O 0.7141 1.8245 1.6138  -0.76
9 H -2.1003 2.1964 -1.8769  0.19
10 H -1.2490 -1.8571 2.1166  0.18
11 H -0.5741 -0.1798 2.1605  0.25
12 H -2.0195 -0.5496 1.3677  0.20
13 H 1.1235 -1.0495 -1.8649  0.18
14 H 1.6077 0.8316 -1.8591  0.24
15 H 2.5133 -0.4843 -1.2048  0.19
16 H 0.0425 -2.2143 0.1793  0.19
17 H -1.0939 -1.1173 -0.4656  0.20
18 H 1.5049 -0.3013 0.8466  0.21

relative energy (zero: lowest compared OMol25 entry of this formula, charge and spin): 64.56 kcal/mol
charge: -1
energy: -364.45194 Eh
HOMO-LUMO gap: 0.219 Eh
M: 112.2 g mol⁻¹
SMILES: C#CN([O-])[C@H](C)CC

(3)
Computed, not measured: a cluster of 8 separate species, C19H57N3O8 in total at a distorted geometry, with the ωB97M-V functional and the def2-TZVPD basis.

Last column: Löwdin charge in e.
CARTESIAN COORDINATES (ANGSTROEM)
1 C 4.3657 -8.0044 -4.7372  -0.17
2 O 3.9916 -6.6300 -4.7131  -0.12
3 H 5.3106 -8.1556 -4.2152  0.07
4 H 3.6618 -8.6590 -4.2233  0.07
5 H 4.4357 -8.4618 -5.7242  0.07
6 H 4.3274 -6.1761 -5.4895  0.07
7 C 1.7214 -6.0609 0.6099  -0.17
8 O 3.0129 -5.8779 0.1079  -0.13
9 H 1.1287 -5.3581 0.0245  0.08
10 H 1.4329 -7.1060 0.4975  0.08
11 H 1.7330 -5.8132 1.6714  0.08
12 H 2.9942 -6.2147 -0.7909  0.07
13 C 6.7840 -2.9905 5.0940  -0.18
14 O 7.1070 -1.8841 4.2737  -0.12
15 H 7.4468 -3.8168 4.8372  0.07
16 H 6.9496 -2.8858 6.1663  0.08
17 H 5.7478 -3.2832 4.9245  0.08
18 H 6.6645 -2.0749 3.4435  0.07
19 C 3.7036 -1.9548 -7.9229  -0.10
20 C 4.4270 -2.5118 -9.1342  -0.31
21 O 4.7899 -3.8655 -8.7834  -0.10
22 H 3.5136 -0.9035 -8.1391  0.07
23 H 4.2539 -2.0444 -6.9862  0.08
24 H 2.7124 -2.3874 -7.7872  0.07
25 H 5.3008 -1.9141 -9.3937  0.11
26 H 3.7432 -2.5368 -9.9827  0.10
27 H 5.6078 -4.0161 -9.2629  0.07
28 C 2.4378 -0.7586 -1.3793  -0.10
29 C 2.9873 -0.6637 0.0407  -0.33
30 O 4.1462 -1.4540 0.0566  -0.08
31 H 2.3589 -1.7910 -1.7199  0.07
32 H 3.0974 -0.2500 -2.0823  0.07
33 H 1.4679 -0.2638 -1.4301  0.07
34 H 2.2089 -1.0047 0.7233  0.11
35 H 3.2972 0.3660 0.2190  0.11
36 H 3.8673 -2.3557 -0.1188  0.08
37 C -5.3302 2.9541 -0.6806  -0.05
38 C -6.8389 3.1515 -0.4789  -0.46
39 C -7.2019 4.4241 0.2601  -0.22
40 O -8.6028 4.5172 0.4728  -0.19
41 C -8.9988 5.7462 1.0719  -0.10
42 N -7.4390 3.0755 -1.7722  0.04
43 H -5.1242 1.8837 -0.6746  0.08
44 H -4.7550 3.4174 0.1210  0.07
45 H -4.9726 3.3241 -1.6415  0.07
46 H -7.2032 2.3090 0.1090  0.14
47 H -6.8451 5.2875 -0.3015  0.13
48 H -6.6936 4.4376 1.2242  0.12
49 H -10.0715 5.7067 1.2609  0.09
50 H -8.7181 6.5612 0.4047  0.09
51 H -8.5774 5.8499 2.0718  0.08
52 H -6.8898 3.6493 -2.3961  0.06
53 H -8.3181 3.5716 -1.7354  0.07
54 C -1.0703 -2.4577 5.4706  -0.07
55 C -2.3884 -1.7387 4.9891  -0.37
56 C -2.6926 -1.9747 3.4398  -0.16
57 O -2.6680 -3.4068 3.2177  -0.22
58 C -3.3625 -3.9340 2.1035  -0.11
59 N -3.4558 -2.4303 5.7230  0.01
60 H -0.9884 -2.4350 6.5573  0.07
61 H -0.2379 -1.8718 5.0808  0.06
62 H -0.8646 -3.4609 5.0972  0.07
63 H -2.4665 -0.6817 5.2433  0.13
64 H -1.9580 -1.4675 2.8143  0.11
65 H -3.6533 -1.5198 3.1985  0.11
66 H -3.4666 -5.0163 2.1800  0.09
67 H -2.8278 -3.7080 1.1810  0.08
68 H -4.3369 -3.4758 1.9341  0.08
69 H -3.2415 -3.3756 5.4392  0.05
70 H -3.1649 -2.5051 6.6873  0.06
71 C 1.9774 5.8917 -0.9061  -0.08
72 C 0.8730 6.5991 -0.1945  -0.46
73 C 1.0443 6.4391 1.3432  -0.21
74 O 0.9375 5.0757 1.6802  -0.16
75 C 1.4020 4.8660 2.9560  -0.15
76 N 0.8274 7.9678 -0.6177  0.04
77 H 2.0451 4.8194 -0.7223  0.08
78 H 2.9602 6.3035 -0.6768  0.08
79 H 1.9307 6.0081 -1.9889  0.08
80 H -0.0341 6.0725 -0.4909  0.14
81 H 0.3095 7.0038 1.9171  0.12
82 H 2.0120 6.8769 1.5882  0.12
83 H 0.8881 5.4909 3.6864  0.08
84 H 2.4348 5.1468 3.1623  0.09
85 H 1.2142 3.8661 3.3472  0.09
86 H 1.6849 8.4544 -0.3987  0.07
87 H 0.1801 8.4744 -0.0309  0.07

relative energy (zero: lowest compared OMol25 entry of this formula, charge and spin): 32.26 kcal/mol
charge: 0
energy: -1524.08017 Eh
HOMO-LUMO gap: 0.352 Eh
M: 455.7 g mol⁻¹
SMILES: COC[C@H](C)N.COC[C@H](C)N.COC[C@H](C)N.CCO.CCO.CO.CO.CO

Copy entry 2 word for word.
Computed, not measured: the ion C6H10NO with charge -1 at a distorted geometry, with the ωB97M-V functional and the def2-TZVPD basis.

Last column: natural (NBO) charge in e.
CARTESIAN COORDINATES (ANGSTROEM)
1 C -1.1126 2.2206 -1.4331  -0.54
2 C -0.6061 1.7253 -0.4511  0.15
3 C -1.0788 -0.9497 1.4950  -0.62
4 C 1.5125 -0.1022 -1.2872  -0.62
5 C -0.2875 -1.1781 0.1965  -0.42
6 C 0.7756 -0.1022 0.0812  -0.06
7 N 0.3277 1.2871 0.3855  -0.16
8 O 0.7141 1.8245 1.6138  -0.76
9 H -2.1003 2.1964 -1.8769  0.19
10 H -1.2490 -1.8571 2.1166  0.18
11 H -0.5741 -0.1798 2.1605  0.25
12 H -2.0195 -0.5496 1.3677  0.20
13 H 1.1235 -1.0495 -1.8649  0.18
14 H 1.6077 0.8316 -1.8591  0.24
15 H 2.5133 -0.4843 -1.2048  0.19
16 H 0.0425 -2.2143 0.1793  0.19
17 H -1.0939 -1.1173 -0.4656  0.20
18 H 1.5049 -0.3013 0.8466  0.21

relative energy (zero: lowest compared OMol25 entry of this formula, charge and spin): 64.56 kcal/mol
charge: -1
energy: -364.45194 Eh
HOMO-LUMO gap: 0.219 Eh
M: 112.2 g mol⁻¹
SMILES: C#CN([O-])[C@H](C)CC

- Among the records above, which one has the highest M?
  C19H57N3O8

- The highest HOMO-LUMO gap belongs to which entry?
  C19H57N3O8